#1
Here is a cluster of 2 separate species, C6H11NO in total from OMol25. Energies are from ωB97M-V with the def2-TZVPD basis set.

**Spin multiplicity**: 1
**E_LUMO**: 0.0310 Ha
**SMILES**: Cc1c[nH]cc1C.O
**Kohn-Sham gap**: 8.98 eV
**Molecular weight**: 113.160 u
**HOMO level**: -0.29889 Ha

Atoms and positions in Å:
C 0.380 -1.989 -0.127
C 0.715 -0.520 0.119
C 1.481 0.031 1.119
N 1.502 1.382 0.874
C 0.808 1.676 -0.243
C 0.258 0.484 -0.757
C -0.910 0.527 -1.715
H 0.111 -2.059 -1.177
H -0.454 -2.306 0.504
H 1.207 -2.641 0.138
H 1.944 -0.405 1.985
H 2.170 1.990 1.347
H 0.607 2.670 -0.609
H -1.763 0.034 -1.247
H -0.967 1.554 -2.047
H -0.787 -0.141 -2.571
O -2.328 -0.393 1.667
H -1.833 0.354 2.011
H -2.139 -0.246 0.728

Results of the Mulliken charge analysis, in e, for atoms 1 through 8: -1.253 0.846 -0.982 -0.023 -0.920 0.634 -1.151 0.309


#2
Here is a structure of composition C6H11NO from OMol25. Energies are from ωB97M-V with the def2-TZVPD basis set.

**Spin multiplicity**: 1
**E_LUMO**: 0.0312 Ha
**Kohn-Sham gap**: 9.86 eV
**Molecular weight**: 113.160 u
**HOMO level**: -0.33097 Ha

Atoms and positions in Å:
C 0.422 -0.824 -1.982
C 1.128 -0.349 -0.665
C 0.022 0.083 0.171
C 0.320 1.446 1.050
C -0.070 -0.465 1.678
C -1.300 0.070 -0.690
H 0.488 -1.973 -2.112
H 0.750 -0.166 -2.826
H 1.480 -1.207 -0.022
H 2.018 0.362 -0.833
H 1.188 1.866 0.768
H -0.523 2.006 0.739
H 1.249 0.733 2.516
H 0.490 -1.348 1.705
H -1.178 -0.707 1.933
H -2.103 -0.443 -0.263
H -1.625 1.163 -0.868
N 0.329 0.804 2.296
O -0.958 -0.711 -1.773

Results of the Mulliken charge analysis, in e, for atoms 1 through 8: -0.349 -0.404 0.789 -1.096 -0.874 -0.429 0.267 0.247


#3
Here is a structure of composition C6H11NO from OMol25. Energies are from ωB97M-V with the def2-TZVPD basis set.

**Spin multiplicity**: 1
**E_LUMO**: 0.0362 Ha
**Kohn-Sham gap**: 10.15 eV
**Molecular weight**: 113.160 u
**HOMO level**: -0.33692 Ha

Atoms and positions in Å:
C 1.053 0.086 1.209
C -0.413 0.029 0.576
C -1.070 1.258 1.215
C -0.450 0.865 -0.691
C 0.560 -0.011 -1.494
C -0.011 -1.439 -1.205
H 1.050 -0.019 2.331
H 1.657 -0.746 0.780
H 1.660 1.105 0.992
H -0.786 1.508 2.247
H -2.162 1.342 1.322
H -1.407 0.902 -1.247
H 1.679 0.152 -1.357
H 0.362 0.198 -2.620
H -0.703 -1.674 -1.996
H 0.901 -2.023 -0.894
H -0.637 -2.277 0.551
N -0.877 -1.308 0.039
O -0.405 2.051 0.240

Results of the Mulliken charge analysis, in e, for atoms 1 through 8: -1.257 1.009 -0.568 -0.215 -0.711 -0.602 0.372 0.318


#4
Here is an isolated molecule of C6H11NO from OMol25. Energies are from ωB97M-V with the def2-TZVPD basis set.

**Spin multiplicity**: 1
**E_LUMO**: 0.0301 Ha
**SMILES**: C=C(O)CN=C(C)C
**Kohn-Sham gap**: 9.45 eV
**Molecular weight**: 113.160 u
**HOMO level**: -0.31719 Ha

Atoms and positions in Å:
C -2.814 0.405 0.567
C -1.584 0.742 0.167
O -0.673 1.361 1.071
C -0.995 0.363 -1.167
N 0.458 0.446 -1.146
C 1.207 -0.167 -0.282
C 2.672 0.211 -0.277
C 0.845 -1.477 0.377
H -3.206 0.668 1.543
H -3.481 -0.134 -0.100
H -1.154 1.687 1.849
H -1.357 1.067 -1.927
H -1.303 -0.647 -1.464
H 2.790 1.271 -0.516
H 3.194 -0.375 -1.038
H 3.117 -0.006 0.698
H 1.565 -1.710 1.167
H -0.139 -1.426 0.842
H 0.856 -2.280 -0.363

Results of the Mulliken charge analysis, in e, for atoms 1 through 8: -1.052 0.782 -0.492 -0.632 -0.589 1.069 -1.242 -1.212


Going by the energies, #1 is most stable and the next is 24.9 kcal/mol up.


#1
Here is an isolated molecule of C6H11NO from OMol25. Energies are from ωB97M-V with the def2-TZVPD basis set.

**Spin multiplicity**: 1
**E_LUMO**: 0.0402 Ha
**SMILES**: C=C[C@@H](O)CN1CC1
**Kohn-Sham gap**: 10.40 eV
**Molecular weight**: 113.160 u
**HOMO level**: -0.34209 Ha

Atoms and positions in Å:
C -2.358 -1.613 1.473
C -1.450 -1.492 0.508
C 0.006 -1.090 0.767
O 0.920 -1.746 -0.085
C 0.514 0.404 0.586
N 0.292 0.825 -0.816
C 0.515 2.196 -1.194
C 1.500 1.074 -1.602
H -3.419 -1.731 1.314
H -1.916 -1.556 2.498
H -1.856 -1.440 -0.514
H 0.266 -1.249 1.865
H 1.123 -1.207 -0.879
H -0.169 0.967 1.297
H 1.539 0.461 0.923
H 0.623 2.865 -0.289
H -0.170 2.464 -2.015
H 2.500 1.336 -1.240
H 1.541 0.532 -2.598

Results of the Mulliken charge analysis, in e, for atoms 1 through 8: -0.632 -0.385 0.370 -0.587 -0.642 -0.209 -0.317 -0.719


#2
Here is an isolated molecule of C6H11NO from OMol25. Energies are from ωB97M-V with the def2-TZVPD basis set.

**Spin multiplicity**: 1
**E_LUMO**: 0.0276 Ha
**SMILES**: C=C(C)[C@H](C)NC=O
**Kohn-Sham gap**: 9.17 eV
**Molecular weight**: 113.160 u
**HOMO level**: -0.30957 Ha

Atoms and positions in Å:
C 1.334 -0.190 -1.460
C 0.719 0.367 -0.424
C 1.074 1.738 0.071
C -0.020 -0.503 0.749
C -0.145 -1.974 0.376
N -1.331 0.105 0.902
C -1.990 0.617 -0.150
O -1.464 0.774 -1.246
H 2.086 0.350 -2.010
H 1.072 -1.159 -1.844
H 1.612 2.301 -0.687
H 0.173 2.289 0.333
H 1.696 1.676 0.964
H 0.515 -0.386 1.698
H 0.844 -2.414 0.267
H -0.694 -2.522 1.143
H -0.678 -2.076 -0.567
H -1.811 0.002 1.783
H -2.993 1.004 0.102

Results of the Mulliken charge analysis, in e, for atoms 1 through 8: -1.064 0.785 -1.347 0.397 -1.639 -0.114 -0.103 -0.509


#3
Here is a cluster of 2 separate species, C6H11NO in total from OMol25. Energies are from ωB97M-V with the def2-TZVPD basis set.

**Spin multiplicity**: 1
**E_LUMO**: 0.0305 Ha
**SMILES**: C=C(C)O.C=CN=C
**Kohn-Sham gap**: 9.76 eV
**Molecular weight**: 113.160 u
**HOMO level**: -0.32820 Ha

Atoms and positions in Å:
C 0.564 -1.750 -1.544
C -0.101 -0.627 -1.758
C 0.401 0.562 -2.529
O -1.415 -0.518 -1.360
H 1.573 -1.861 -1.906
H 0.124 -2.568 -0.990
H 1.321 0.365 -3.072
H -0.346 0.886 -3.255
H 0.616 1.411 -1.874
H -1.604 0.416 -1.263
C 1.053 0.116 2.778
C 0.529 1.057 1.998
N -0.859 1.290 1.828
C -1.618 0.275 1.772
H 0.471 -0.570 3.371
H 2.126 0.029 2.883
H 1.139 1.789 1.483
H -2.689 0.456 1.784
H -1.286 -0.757 1.654

Results of the Mulliken charge analysis, in e, for atoms 1 through 8: -0.929 0.890 -1.279 -0.531 0.254 0.273 0.356 0.342


Going by the energies, #2 is most stable and the next is 30.8 kcal/mol up.


#1
Here is an isolated molecule of C4H6S from OMol25. Energies are from ωB97M-V with the def2-TZVPD basis set.

**Spin multiplicity**: 1
**E_LUMO**: -0.0073 Ha
**SMILES**: S=C1CCC1
**Kohn-Sham gap**: 8.38 eV
**Molecular weight**: 86.159 u
**HOMO level**: -0.31522 Ha

Atoms and positions in Å:
S -2.721 0.002 -0.106
C -1.133 0.108 -0.070
C -0.143 -0.989 0.138
C 0.930 -0.105 -0.301
C -0.042 1.089 0.115
H -0.081 -1.061 1.209
H -0.231 -2.171 -0.196
H 1.925 -0.272 0.181
H 1.215 -0.173 -1.440
H 0.047 1.944 -0.644
H 0.234 1.627 1.114

Results of the Mulliken charge analysis, in e, for atoms 1 through 8: -0.318 0.079 -0.353 -0.479 -0.370 0.192 0.285 0.262


#2
Here is an isolated molecule of C4H6S from OMol25. Energies are from ωB97M-V with the def2-TZVPD basis set.

**Spin multiplicity**: 1
**E_LUMO**: 0.0341 Ha
**SMILES**: C=C=CCS
**Kohn-Sham gap**: 10.02 eV
**Molecular weight**: 86.159 u
**HOMO level**: -0.33394 Ha

Atoms and positions in Å:
C 2.148 0.792 0.344
C 0.953 0.479 -0.114
C -0.344 0.399 -0.350
C -1.334 -0.353 0.407
S -1.511 -2.117 -0.014
H 2.307 1.748 0.823
H 2.985 0.311 -0.100
H -0.636 0.612 -1.334
H -0.840 -0.290 1.384
H -2.154 0.324 0.329
H -1.573 -1.904 -1.375

Results of the Mulliken charge analysis, in e, for atoms 1 through 8: -0.750 0.226 -0.449 -0.498 -0.187 0.266 0.267 0.392


Going by the energies, #1 is most stable and the next is 1.8 kcal/mol up.